Record 1
{
  "formula": "C29H63AsBrFN2O5",
  "method": "ωB97M-V/def2-TZVPD",
  "symbols": ["C", "C", "O", "C", "C", "O", "C", "C", "O", "C", "As", "Br", "C", "C", "C", "C", "C", "C", "O", "C", "C", "C", "O", "N", "C", "C", "C", "C", "F", "H", "H", "H", "H", "H", "H", "H", "H", "H", "H", "H", "H", "H", "H", "H", "H", "H", "H", "H", "H", "H", "H", "H", "H", "H", "H", "H", "H", "H", "H", "H", "H", "H", "H", "H", "H", "H", "H", "H", "H", "H", "H", "H", "C", "C", "C", "C", "N", "C", "C", "C", "C", "C", "H", "H", "H", "H", "H", "H", "H", "H", "H", "H", "H", "H", "H", "H", "H", "H", "H", "H", "H", "H"],
  "positions_angstrom": [[10.28, 0.66, 0.45], [10.13, 1.80, -0.54], [8.76, 2.10, -0.71], [8.53, 3.09, -1.71], [7.53, 4.11, -1.19], [6.69, 4.57, -2.22], [5.32, 4.66, -1.83], [4.67, 3.27, -1.71], [3.52, 3.13, -2.50], [2.39, 3.84, -1.99], [1.38, 2.89, -0.50], [0.08, 1.55, 1.23], [0.83, 1.44, -1.81], [-0.65, 1.27, -2.13], [-0.88, -0.02, -2.97], [-0.70, -1.29, -2.14], [-1.52, -1.31, -0.85], [-3.02, -1.02, -1.05], [-3.47, 0.23, -0.60], [-3.43, 0.39, 0.80], [-0.22, 4.14, -0.96], [-1.44, 4.08, -0.12], [-2.45, 3.43, -0.37], [-1.39, 4.97, 1.05], [-2.20, 6.15, 0.68], [-2.01, 4.36, 2.22], [2.00, 4.20, 0.94], [2.19, 3.64, 2.34], [3.26, 4.73, 0.57], [10.43, -0.30, -0.04], [9.46, 0.61, 1.15], [11.18, 0.83, 1.04], [10.65, 2.68, -0.16], [10.58, 1.51, -1.49], [8.17, 2.61, -2.62], [9.48, 3.57, -1.95], [8.08, 4.96, -0.77], [6.99, 3.66, -0.36], [4.82, 5.16, -2.66], [5.23, 5.23, -0.90], [5.40, 2.56, -2.10], [4.50, 2.99, -0.67], [2.63, 4.88, -1.75], [1.68, 3.88, -2.82], [2.62, 2.00, -0.12], [1.36, 1.53, -2.75], [1.19, 0.52, -1.35], [-1.06, 2.09, -2.72], [-1.26, 1.17, -1.25], [-1.86, 0.05, -3.44], [-0.14, -0.02, -3.77], [-0.97, -2.16, -2.76], [0.36, -1.42, -1.92], [-1.11, -0.54, -0.20], [-1.38, -2.25, -0.30], [-3.25, -1.02, -2.12], [-3.61, -1.82, -0.58], [-3.59, 1.44, 1.02], [-2.47, 0.11, 1.23], [-4.25, -0.19, 1.26], [-0.49, 4.08, -2.01], [0.19, 5.14, -0.81], [-1.98, 6.97, 1.35], [-2.03, 6.42, -0.36], [-3.26, 5.91, 0.77], [-1.34, 3.63, 2.68], [-2.98, 3.92, 2.01], [-2.16, 5.14, 2.96], [1.33, 5.06, 1.04], [2.63, 2.64, 2.33], [1.27, 3.69, 2.91], [2.90, 4.30, 2.83], [-7.17, -7.20, 2.17], [-5.94, -7.80, 1.49], [-4.60, -7.39, 2.10], [-4.38, -5.94, 2.51], [-4.16, -4.89, 1.45], [-2.71, -4.82, 1.01], [-2.58, -5.86, -0.10], [-3.97, -5.91, -0.76], [-4.89, -5.09, 0.15], [-4.54, -3.57, 2.04], [-7.15, -6.11, 2.21], [-8.07, -7.48, 1.63], [-7.27, -7.57, 3.19], [-5.97, -7.56, 0.42], [-6.01, -8.88, 1.54], [-3.78, -7.75, 1.48], [-4.50, -7.95, 3.04], [-3.50, -5.88, 3.15], [-5.21, -5.60, 3.12], [-2.55, -3.81, 0.62], [-2.06, -4.99, 1.86], [-2.31, -6.83, 0.31], [-1.79, -5.59, -0.80], [-4.31, -6.93, -0.88], [-3.95, -5.46, -1.75], [-5.87, -5.51, 0.34], [-5.03, -4.10, -0.27], [-3.94, -3.41, 2.93], [-5.60, -3.57, 2.28], [-4.32, -2.80, 1.31]],
  "multiplicity": 1,
  "e_homo_ev": -6.13,
  "charge": 0,
  "gap_ev": 5.4
}



Record 2
{
  "formula": "C29H63N4O19P2S",
  "method": "ωB97M-V/def2-TZVPD",
  "symbols": ["C", "C", "O", "N", "C", "C", "P", "S", "N", "C", "N", "P", "N", "H", "H", "H", "H", "H", "H", "H", "H", "H", "H", "H", "H", "H", "H", "H", "C", "C", "O", "C", "O", "O", "C", "H", "H", "H", "H", "H", "H", "H", "H", "C", "C", "O", "C", "O", "O", "C", "H", "H", "H", "H", "H", "H", "H", "H", "C", "C", "O", "C", "O", "O", "C", "H", "H", "H", "H", "H", "H", "H", "H", "C", "C", "O", "C", "O", "O", "C", "H", "H", "H", "H", "H", "H", "H", "H", "C", "C", "O", "C", "O", "O", "C", "H", "H", "H", "H", "H", "H", "H", "H", "C", "C", "O", "C", "O", "O", "C", "H", "H", "H", "H", "H", "H", "H", "H"],
  "positions_angstrom": [[1.26, -2.45, 0.90], [0.39, -1.53, 0.07], [1.03, -0.32, -0.38], [1.89, 0.22, 0.64], [3.31, 0.10, 0.19], [3.61, 1.47, -0.53], [4.79, 2.41, 0.48], [4.23, 2.53, 2.34], [2.31, 2.17, -0.60], [1.64, 1.59, 0.47], [0.92, 2.25, 1.30], [0.10, 1.52, 2.74], [0.92, 1.71, 4.01], [0.85, -3.45, 0.83], [1.29, -2.15, 1.94], [2.27, -2.50, 0.52], [-0.55, -1.34, 0.59], [0.14, -2.04, -0.86], [3.35, -0.73, -0.50], [3.92, -0.07, 1.07], [4.00, 1.24, -1.52], [4.92, 3.64, -0.16], [5.97, 1.71, 0.25], [1.85, 1.90, -1.47], [0.87, 3.25, 1.13], [-1.09, 2.24, 2.75], [-0.15, 0.22, 2.32], [1.19, 0.84, 4.43], [0.80, -2.86, -4.38], [1.99, -2.30, -3.63], [2.82, -3.32, -3.06], [3.62, -3.96, -3.93], [3.72, -3.71, -5.10], [4.28, -4.90, -3.27], [5.14, -5.71, -4.08], [0.23, -3.54, -3.74], [0.15, -2.05, -4.69], [1.12, -3.41, -5.26], [1.65, -1.72, -2.77], [2.60, -1.65, -4.27], [5.84, -5.09, -4.64], [4.56, -6.31, -4.77], [5.68, -6.35, -3.39], [-2.73, 1.48, -4.48], [-3.81, 0.61, -5.09], [-3.89, 0.70, -6.52], [-2.93, 0.04, -7.16], [-1.99, -0.49, -6.62], [-3.19, 0.04, -8.46], [-2.20, -0.61, -9.27], [-2.87, 2.52, -4.76], [-2.77, 1.40, -3.40], [-1.74, 1.17, -4.82], [-4.79, 0.92, -4.74], [-3.66, -0.44, -4.83], [-2.04, -1.63, -8.93], [-1.27, -0.06, -9.25], [-2.61, -0.62, -10.27], [-4.33, 4.06, 1.26], [-5.28, 4.25, 0.10], [-4.97, 5.41, -0.68], [-3.93, 5.29, -1.50], [-3.26, 4.30, -1.65], [-3.77, 6.44, -2.15], [-2.67, 6.48, -3.06], [-4.31, 4.96, 1.88], [-4.66, 3.22, 1.88], [-3.32, 3.86, 0.91], [-6.29, 4.43, 0.46], [-5.30, 3.37, -0.55], [-2.73, 5.66, -3.77], [-1.73, 6.43, -2.51], [-2.75, 7.43, -3.57], [-6.41, -0.47, 0.96], [-6.31, 1.04, 1.03], [-4.95, 1.49, 1.24], [-4.17, 1.45, 0.17], [-4.47, 1.13, -0.95], [-2.94, 1.86, 0.54], [-2.00, 1.81, -0.53], [-5.98, -0.92, 1.85], [-7.46, -0.76, 0.89], [-5.89, -0.85, 0.08], [-6.85, 1.42, 1.90], [-6.71, 1.52, 0.14], [-2.33, 2.37, -1.40], [-1.80, 0.78, -0.81], [-1.09, 2.27, -0.15], [-1.75, -1.96, 8.53], [-1.57, -2.78, 7.27], [-2.54, -2.45, 6.26], [-2.32, -1.33, 5.60], [-1.38, -0.59, 5.72], [-3.33, -1.14, 4.73], [-3.28, 0.11, 4.06], [-2.77, -2.07, 8.90], [-1.06, -2.30, 9.29], [-1.56, -0.91, 8.34], [-1.75, -3.84, 7.47], [-0.57, -2.67, 6.86], [-2.29, 0.27, 3.63], [-3.51, 0.93, 4.74], [-4.02, 0.08, 3.27], [7.15, -0.04, 4.46], [6.84, -0.33, 3.01], [7.50, -1.51, 2.52], [6.93, -2.66, 2.88], [5.91, -2.78, 3.50], [7.70, -3.65, 2.43], [7.25, -4.96, 2.80], [8.22, 0.02, 4.61], [6.69, 0.90, 4.76], [6.76, -0.83, 5.10], [7.21, 0.47, 2.38], [5.76, -0.42, 2.85], [6.22, -5.12, 2.49], [7.34, -5.11, 3.87], [7.91, -5.65, 2.27]],
  "multiplicity": 1,
  "e_homo_ev": -12.04,
  "charge": 1,
  "gap_ev": 8.0
}



Record 3
{
  "formula": "C29H64F3NO11SV",
  "method": "ωB97M-V/def2-TZVPD",
  "symbols": ["V", "N", "H", "H", "H", "H", "C", "F", "F", "F", "S", "O", "O", "O", "C", "C", "C", "C", "C", "C", "H", "H", "H", "H", "H", "H", "C", "C", "C", "C", "C", "C", "H", "H", "H", "H", "H", "H", "C", "C", "O", "H", "H", "H", "H", "H", "H", "C", "C", "O", "H", "H", "H", "H", "H", "H", "C", "C", "O", "H", "H", "H", "H", "H", "H", "C", "C", "O", "H", "H", "H", "H", "H", "H", "C", "C", "O", "H", "H", "H", "H", "H", "H", "C", "C", "O", "H", "H", "H", "H", "H", "H", "C", "C", "O", "H", "H", "H", "H", "H", "H", "C", "C", "O", "H", "H", "H", "H", "H", "H"],
  "positions_angstrom": [[-16.37, 15.18, 15.91], [-12.70, 14.48, 19.16], [-11.71, 14.70, 19.14], [-12.79, 13.68, 19.76], [-13.05, 14.22, 18.25], [-13.36, 15.19, 19.45], [-16.54, 18.62, 18.92], [-17.22, 19.25, 17.99], [-16.01, 19.60, 19.69], [-17.33, 17.83, 19.68], [-15.13, 17.68, 18.02], [-15.89, 16.98, 16.93], [-14.18, 18.75, 17.61], [-14.58, 16.74, 19.07], [-13.92, 21.10, 24.09], [-13.01, 22.11, 24.30], [-12.26, 22.77, 23.33], [-12.47, 22.25, 22.02], [-13.32, 21.18, 21.75], [-14.01, 20.67, 22.78], [-14.50, 20.72, 24.91], [-12.81, 22.47, 25.30], [-11.55, 23.57, 23.52], [-12.01, 22.80, 21.21], [-13.51, 20.75, 20.78], [-14.62, 19.79, 22.66], [-15.97, 15.37, 23.99], [-14.76, 14.78, 23.66], [-13.89, 15.51, 22.85], [-14.29, 16.73, 22.25], [-15.57, 17.22, 22.44], [-16.40, 16.56, 23.38], [-16.60, 14.75, 24.61], [-14.47, 13.85, 24.14], [-12.85, 15.20, 22.82], [-13.53, 17.21, 21.65], [-16.04, 18.11, 22.05], [-17.42, 16.91, 23.45], [-11.32, 18.78, 15.62], [-11.90, 17.38, 15.76], [-12.70, 17.08, 14.67], [-11.04, 19.19, 16.59], [-12.13, 19.47, 15.36], [-10.51, 18.81, 14.89], [-12.50, 17.20, 16.65], [-11.10, 16.64, 15.85], [-13.20, 16.29, 14.91], [-15.98, 18.73, 13.76], [-16.02, 17.16, 13.56], [-17.09, 16.53, 14.29], [-16.91, 19.10, 13.33], [-15.13, 19.26, 13.35], [-16.00, 18.91, 14.83], [-15.01, 16.82, 13.78], [-16.24, 16.95, 12.52], [-17.89, 16.80, 13.84], [-15.83, 22.76, 17.45], [-14.43, 22.15, 17.49], [-14.21, 21.23, 16.48], [-16.58, 21.97, 17.45], [-16.11, 23.38, 16.60], [-16.05, 23.32, 18.36], [-14.21, 21.71, 18.46], [-13.66, 22.91, 17.37], [-14.14, 20.34, 16.85], [-17.24, 23.29, 22.41], [-17.77, 21.89, 22.12], [-19.15, 21.80, 22.18], [-17.48, 23.67, 23.40], [-17.56, 24.03, 21.67], [-16.15, 23.19, 22.34], [-17.28, 21.11, 22.71], [-17.54, 21.67, 21.08], [-19.47, 20.93, 21.95], [-9.86, 19.47, 19.77], [-11.34, 19.23, 19.65], [-11.63, 18.17, 18.80], [-9.28, 18.62, 20.11], [-9.70, 20.36, 20.39], [-9.37, 19.87, 18.88], [-11.87, 20.11, 19.28], [-11.74, 18.97, 20.63], [-12.47, 18.38, 18.40], [-18.25, 14.13, 20.71], [-17.00, 14.08, 19.80], [-16.94, 12.96, 18.94], [-18.13, 13.47, 21.58], [-19.10, 13.83, 20.10], [-18.42, 15.17, 20.96], [-16.09, 14.14, 20.39], [-16.88, 15.03, 19.28], [-16.14, 13.05, 18.42], [-21.20, 17.31, 21.53], [-19.97, 18.18, 21.83], [-20.10, 19.50, 21.26], [-21.45, 17.32, 20.47], [-22.06, 17.61, 22.14], [-20.92, 16.27, 21.66], [-19.11, 17.76, 21.30], [-19.84, 18.18, 22.92], [-20.54, 19.29, 20.43], [-20.12, 16.37, 17.87], [-19.27, 16.22, 16.59], [-18.35, 15.13, 16.86], [-19.53, 16.19, 18.77], [-20.91, 15.62, 17.89], [-20.67, 17.29, 18.04], [-18.75, 17.16, 16.40], [-19.86, 16.01, 15.69], [-18.97, 14.43, 17.04]],
  "multiplicity": 5,
  "e_homo_ev": [-9.28, -10.70],
  "s2": 6.002,
  "charge": 1,
  "gap_ev": [6.2, 7.0]
}



Record 4
{
  "formula": "C29H64F4N8O2S",
  "method": "ωB97M-V/def2-TZVPD",
  "symbols": ["O", "S", "O", "C", "C", "N", "N", "C", "C", "F", "F", "C", "F", "F", "N", "N", "H", "H", "H", "H", "C", "C", "N", "C", "C", "C", "C", "H", "H", "H", "H", "H", "H", "H", "H", "H", "H", "H", "H", "H", "H", "H", "C", "C", "N", "C", "C", "C", "C", "H", "H", "H", "H", "H", "H", "H", "H", "H", "H", "H", "H", "H", "H", "H", "C", "C", "N", "C", "C", "C", "C", "H", "H", "H", "H", "H", "H", "H", "H", "H", "H", "H", "H", "H", "H", "H", "C", "C", "N", "C", "C", "C", "C", "H", "H", "H", "H", "H", "H", "H", "H", "H", "H", "H", "H", "H", "H", "H"],
  "positions_angstrom": [[-2.26, 2.91, -2.42], [-1.45, 1.64, -2.55], [-1.81, 0.82, -1.33], [-1.97, 0.83, -4.13], [-1.02, -0.39, -4.55], [-1.40, -1.03, -5.71], [-0.65, -2.06, -6.03], [0.37, -2.31, -5.16], [1.25, -3.59, -5.53], [1.66, -4.18, -4.31], [2.41, -3.24, -6.22], [0.43, -4.70, -6.32], [0.87, -5.95, -5.87], [0.72, -4.64, -7.70], [0.78, -1.65, -4.02], [0.03, -0.62, -3.70], [-0.12, 2.03, -2.58], [-2.99, 0.34, -3.93], [-2.02, 1.60, -4.96], [-0.69, -4.63, -6.13], [3.80, 1.35, -0.32], [3.77, 2.59, -1.21], [2.65, 3.48, -0.93], [2.44, 4.49, -1.96], [3.55, 5.53, -2.17], [2.53, 3.96, 0.44], [3.72, 4.70, 1.05], [2.85, 0.82, -0.37], [4.58, 0.67, -0.66], [4.01, 1.60, 0.72], [3.69, 2.24, -2.24], [4.74, 3.11, -1.13], [1.50, 5.02, -1.77], [2.28, 3.97, -2.92], [3.57, 6.26, -1.37], [3.36, 6.08, -3.10], [4.53, 5.07, -2.27], [2.31, 3.09, 1.08], [1.64, 4.58, 0.53], [4.67, 4.20, 0.87], [3.59, 4.77, 2.13], [3.79, 5.72, 0.67], [-4.42, -6.65, -12.33], [-3.00, -6.30, -11.90], [-2.92, -5.82, -10.53], [-1.64, -5.19, -10.21], [-0.39, -6.07, -10.25], [-3.45, -6.69, -9.50], [-2.88, -8.11, -9.40], [-5.10, -5.82, -12.17], [-4.43, -6.89, -13.40], [-4.80, -7.53, -11.80], [-2.65, -5.51, -12.57], [-2.35, -7.17, -12.07], [-1.70, -4.71, -9.23], [-1.48, -4.36, -10.92], [-0.34, -6.74, -9.40], [0.51, -5.44, -10.20], [-0.32, -6.66, -11.17], [-4.53, -6.78, -9.66], [-3.36, -6.21, -8.52], [-2.81, -8.60, -10.37], [-3.53, -8.72, -8.77], [-1.90, -8.12, -8.93], [-0.12, 0.96, 2.08], [-0.95, 1.32, 3.30], [-0.38, 0.83, 4.55], [-1.31, 0.90, 5.67], [-1.79, 2.28, 6.12], [0.98, 1.25, 4.85], [1.27, 2.75, 4.90], [0.08, -0.11, 2.03], [-0.65, 1.24, 1.16], [0.84, 1.49, 2.07], [-1.94, 0.87, 3.16], [-1.11, 2.41, 3.32], [-0.88, 0.38, 6.53], [-2.20, 0.31, 5.41], [-1.00, 2.82, 6.66], [-2.62, 2.17, 6.82], [-2.13, 2.89, 5.29], [1.64, 0.80, 4.10], [1.30, 0.80, 5.79], [0.85, 3.29, 4.05], [2.36, 2.91, 4.87], [0.91, 3.21, 5.81], [0.86, 2.55, 13.36], [-0.12, 1.99, 12.34], [-0.56, 2.98, 11.36], [-1.72, 2.54, 10.58], [-1.53, 1.34, 9.66], [0.48, 3.66, 10.61], [1.45, 2.79, 9.80], [0.45, 3.43, 13.86], [1.05, 1.80, 14.13], [1.82, 2.81, 12.91], [-0.99, 1.63, 12.89], [0.33, 1.11, 11.85], [-2.09, 3.39, 9.99], [-2.53, 2.31, 11.28], [-0.95, 1.59, 8.78], [-2.51, 1.00, 9.30], [-1.06, 0.49, 10.17], [1.07, 4.26, 11.31], [0.02, 4.39, 9.94], [1.84, 1.95, 10.38], [2.32, 3.40, 9.50], [1.00, 2.42, 8.89]],
  "multiplicity": 1,
  "e_homo_ev": -7.94,
  "charge": 0,
  "gap_ev": 5.7,
  "smiles": "O=[SH](=O)Cc1nnc(C(F)(F)C(F)F)nn1.CCN(CC)CC.CCN(CC)CC.CCN(CC)CC.CCN(CC)CC"
}